Entry 1:
Molecular formula: C25H43IN3O6S
Method: DFT, wB97M-V/def2-TZVPD

Each atom is followed by the atoms it is bonded to, with distances in Å.
Element x y z (Å)
1 I -1.6678 -4.5644 4.8930  C25 2.128
2 S 4.3849 -2.4338 -1.5444  O3 1.438, O7 1.445, C21 1.797, C29 1.793
3 O 4.1984 -3.6426 -2.3007  S2 1.438
4 O -2.5875 -1.8397 4.4438  C25 1.187
5 O -2.8728 4.5799 -1.4654  C15 1.374, C34 1.426
6 O -4.8293 5.6397 -1.4977  C15 1.190
7 O 3.9089 -1.1623 -2.0398  S2 1.445
8 O 0.6549 -0.8422 0.2188  N9 1.413, C22 1.458
9 N 0.0601 0.2234 0.9304  O8 1.413, C27 1.365, C33 1.508
10 N -0.4875 -1.7071 2.2498  C14 1.460, C27 1.407, C31 1.492
11 N -1.4422 0.3852 2.6877  C27 1.304, C30 1.474, H62 1.021
12 C -0.4139 0.2977 -3.8803  C24 1.528, H42 1.092, H53 1.091, H65 1.090
13 C 0.0233 2.9516 -0.2803  C20 1.535, C26 1.558, H41 1.089, H70 1.088
14 C -1.5479 -2.4212 1.5438  N10 1.460, C32 1.339, H45 1.088
15 C -4.2396 4.6108 -1.6015  O5 1.374, O6 1.190, C35 1.504
16 C -4.0364 2.4515 3.5824  C17 1.201, H69 1.066
17 C -2.9427 2.1931 3.1575  C16 1.201, C30 1.456
18 C 4.9507 -3.2470 0.8836  C19 1.535, C29 1.526, H49 1.089, H54 1.092
19 C 6.1559 -2.4007 0.4502  C18 1.535, C21 1.534, H58 1.088, H77 1.092
20 C 0.9293 2.6798 0.9289  C13 1.535, C33 1.546, H68 1.088, H78 1.091
21 C 6.1150 -2.2930 -1.0797  S2 1.797, C19 1.534, H39 1.088, H46 1.087
22 C 0.7615 -0.5133 -1.1971  O8 1.458, C28 1.546, H40 1.086, H79 1.088
23 C 0.7577 -2.3230 -2.9689  C28 1.532, H38 1.092, H44 1.089, H50 1.089
24 C -1.1166 -0.6240 -2.8842  C12 1.528, C28 1.547, C36 1.544, H61 1.093
25 C -1.6237 -2.5190 4.3077  I1 2.128, O4 1.187, C31 1.524
26 C -0.9352 4.1619 -0.0733  C13 1.558, C34 1.533, H37 1.090, H64 1.088
27 C -0.6209 -0.3334 1.9748  N9 1.365, N10 1.407, N11 1.304
28 C -0.1137 -1.4583 -2.0520  C22 1.546, C23 1.532, C24 1.547, H60 1.092
29 C 3.7537 -2.6966 0.1132  S2 1.793, C18 1.526, H72 1.090, H74 1.088
30 C -1.7117 1.8188 2.4767  N11 1.474, C17 1.456, H48 1.090, H67 1.089
31 C -0.3416 -1.9473 3.7147  N10 1.492, C25 1.524, H52 1.088, H59 1.089
32 C -1.4114 -3.6688 1.0778  C14 1.339, H47 1.084, H51 1.087
33 C 1.1431 1.1989 1.3178  N9 1.508, C20 1.546, H63 1.094, H76 1.085
34 C -2.4120 3.8425 -0.3352  O5 1.426, C26 1.533, H57 1.096, H66 1.098
35 C -4.9387 3.3235 -1.9420  C15 1.504, H43 1.086, H55 1.090, H56 1.089
36 C -2.1213 0.1075 -1.9688  C24 1.544, H71 1.093, H73 1.091, H75 1.090
37 H -0.8504 4.5392 0.9461  C26 1.090
38 H 0.1454 -2.6746 -3.8018  C23 1.092
39 H 6.6483 -3.1110 -1.5595  C21 1.088
40 H 0.5288 0.5319 -1.3765  C22 1.086
41 H 0.6159 3.1877 -1.1636  C13 1.089
42 H 0.4226 0.8552 -3.4536  C12 1.092
43 H -5.8898 3.2767 -1.4191  C35 1.086
44 H 1.1684 -3.2013 -2.4722  C23 1.089
45 H -2.4789 -1.8717 1.4219  C14 1.088
46 H 6.4967 -1.3415 -1.4404  C21 1.087
47 H -1.7018 -3.9324 0.0673  C32 1.084
48 H -0.8913 2.3866 2.9169  C30 1.090
49 H 4.7876 -3.1990 1.9593  C18 1.089
50 H 1.5686 -1.7332 -3.3932  C23 1.089
51 H -0.9750 -4.4558 1.6874  C32 1.087
52 H 0.4729 -2.6464 3.8906  C31 1.088
53 H -0.0031 -0.2965 -4.6973  C12 1.091
54 H 5.1163 -4.2919 0.6146  C18 1.092
55 H -5.1360 3.3061 -3.0140  C35 1.090
56 H -4.3504 2.4379 -1.7064  C35 1.089
57 H -3.0140 4.1067 0.5417  C34 1.096
58 H 7.0957 -2.8359 0.7844  C19 1.088
59 H -0.1567 -1.0317 4.2740  C31 1.089
60 H -0.6732 -2.0809 -1.3501  C28 1.092
61 H -1.6934 -1.3443 -3.4699  C24 1.093
62 H -1.9780 -0.0571 3.4359  N11 1.021
63 H 1.2441 1.1574 2.4065  C33 1.094
64 H -0.6817 4.9656 -0.7615  C26 1.088
65 H -1.1051 1.0092 -4.3313  C12 1.090
66 H -2.5786 2.7699 -0.4995  C34 1.098
67 H -1.7373 2.0054 1.4039  C30 1.089
68 H 0.6246 3.2617 1.7964  C20 1.088
69 H -4.9268 2.8148 4.0413  C16 1.066
70 H -0.6041 2.1019 -0.5432  C13 1.088
71 H -1.7643 0.2038 -0.9400  C36 1.093
72 H 3.4379 -1.7289 0.5043  C29 1.090
73 H -2.3151 1.1161 -2.3375  C36 1.091
74 H 2.9063 -3.3778 0.0717  C29 1.088
75 H -3.0554 -0.4527 -1.9326  C36 1.090
76 H 2.0877 0.8308 0.9317  C33 1.085
77 H 6.0805 -1.4053 0.8927  C19 1.092
78 H 1.9218 3.0596 0.6806  C20 1.091
79 H 1.8072 -0.6823 -1.4474  C22 1.088

**Calculated total energy**: -62300.253 eV
**Multiplicity**: 1
**Molar mass**: 640.61 u
**Total charge**: +1

Atomic partial charges in e from the Löwdin method, atoms 1 to 8: atom 1 (I): 0.935, atom 2 (S): 0.664, atom 3 (O): -0.305, atom 4 (O): 0.012, atom 5 (O): -0.020, atom 6 (O): 0.155, atom 7 (O): -0.338, atom 8 (O): -0.099

---

Entry 2:
Molecular formula: C25H44BBrCl2FNO5P
Method: DFT, wB97M-V/def2-TZVPD

Each atom is followed by the atoms it is bonded to, with distances in Å.
Element x y z (Å)
1 Br 5.2490 -5.8167 -0.9123  P4 2.306
2 Cl 0.0811 1.2138 -1.1872  C35 1.861
3 Cl 2.9558 -1.1395 -3.8172  C29 1.827
4 P 4.4685 -3.8302 -1.7843  Br1 2.306, O7 1.741, B37 1.941
5 F 3.1013 -2.1171 2.8146  C32 1.468
6 O -1.3291 -4.3532 1.4573  C18 1.276
7 O 3.2876 -4.3416 -2.9565  P4 1.741, H66 0.996
8 O 3.4282 -1.2997 -0.6848  C23 1.443, B37 1.496
9 O 5.1773 -0.9777 2.4106  C32 1.265
10 O 2.2797 -3.2751 -0.3185  C36 1.467, B37 1.471
11 N -1.9241 -2.8704 -0.4205  C18 1.483, C20 1.493, C31 1.499
12 C 5.1639 1.2248 -1.3916  C13 1.522, H41 1.092, H59 1.093, H73 1.094
13 C 5.3391 2.5135 -0.6018  C12 1.522, C24 1.531, H60 1.095, H81 1.095
14 C 2.0472 0.0739 0.6817  C23 1.641, C26 1.328
15 C -8.6633 0.3377 2.8172  C28 1.531, C30 1.522, H42 1.095, H72 1.094
16 C -6.2123 1.1646 2.7377  C21 1.530, C28 1.532, H51 1.097, H69 1.096
17 C 4.6676 -2.9157 0.8933  C32 1.609, B37 1.648, H54 1.169, H68 1.151
18 C -1.0628 -3.3843 0.6713  O6 1.276, N11 1.483, C34 1.637
19 C 5.2474 5.9918 -2.0557  C33 1.522, H45 1.094, H48 1.093, H77 1.094
20 C -2.7240 -1.6752 -0.0177  N11 1.493, H43 1.155, H53 1.160, H55 1.167
21 C -5.5912 -0.2138 2.5035  C16 1.530, C25 1.522, H40 1.095, H56 1.095
22 C 3.7346 3.9387 -2.0481  C24 1.532, C33 1.530, H39 1.096, H61 1.097
23 C 2.0341 -0.9364 -0.6111  O8 1.443, C14 1.641, C35 1.615, C36 1.640
24 C 4.1105 3.4247 -0.6547  C13 1.531, C22 1.532, H47 1.096, H70 1.097
25 C -5.2568 -0.9517 3.7923  C21 1.522, H52 1.094, H65 1.093, H75 1.093
26 C 1.6845 0.7640 1.7566  C14 1.328, H76 1.157
27 C 1.0056 1.0883 -4.1470  C29 1.632, H38 1.166, H58 1.167, H67 1.154
28 C -7.5544 1.1613 3.4764  C15 1.531, C16 1.532, H78 1.097, H80 1.096
29 C 1.7235 0.0257 -3.1380  Cl3 1.827, C27 1.632, C35 1.431
30 C -9.0504 0.8471 1.4361  C15 1.522, H62 1.093, H64 1.094, H79 1.092
31 C -2.7523 -3.9384 -1.0687  N11 1.499, H44 1.148, H46 1.157, H49 1.169
32 C 4.3742 -1.9088 2.1138  F5 1.468, O9 1.265, C17 1.609
33 C 4.8319 4.7170 -2.7765  C19 1.522, C22 1.530, H50 1.095, H71 1.096
34 C 0.3425 -2.5784 0.9089  C18 1.637, C36 1.615, H63 1.165, H74 1.170
35 C 1.3895 0.0137 -1.7463  Cl2 1.861, C23 1.615, C29 1.431
36 C 1.1721 -2.3230 -0.4527  O10 1.467, C23 1.640, C34 1.615, H57 1.165
37 B 3.6520 -2.7503 -0.3938  P4 1.941, O8 1.496, O10 1.471, C17 1.648
38 H 0.9124 2.1420 -3.6569  C27 1.166
39 H 3.4255 3.0958 -2.6763  C22 1.096
40 H -4.6682 -0.0846 1.9280  C21 1.095
41 H 4.3066 0.6568 -1.0237  C12 1.092
42 H -9.5486 0.3721 3.4611  C15 1.095
43 H -3.5554 -1.9161 0.7474  C20 1.155
44 H -2.5648 -5.0018 -0.6793  C31 1.148
45 H 6.0018 6.5252 -2.6412  C19 1.094
46 H -3.8615 -3.6408 -0.9320  C31 1.157
47 H 4.2763 4.2760 0.0154  C24 1.096
48 H 5.6791 5.7794 -1.0747  C19 1.093
49 H -2.4606 -3.9572 -2.2003  C31 1.169
50 H 5.7101 4.0828 -2.9352  C33 1.095
51 H -5.5062 1.7787 3.3098  C16 1.097
52 H -4.5642 -0.3688 4.4063  C25 1.094
53 H -3.2136 -1.1591 -0.9345  C20 1.160
54 H 5.7383 -2.6520 0.5057  C17 1.169
55 H -2.0507 -0.8624 0.4812  C20 1.167
56 H -6.2525 -0.8325 1.8879  C21 1.095
57 H 0.5176 -2.6493 -1.3590  C36 1.165
58 H 1.6448 1.2659 -5.1077  C27 1.167
59 H 5.0198 1.4195 -2.4577  C12 1.093
60 H 6.2271 3.0464 -0.9582  C13 1.095
61 H 2.8499 4.5804 -1.9511  C22 1.097
62 H -9.3862 1.8865 1.4844  C30 1.093
63 H 0.9645 -3.1952 1.6771  C34 1.165
64 H -9.8701 0.2468 1.0304  C30 1.094
65 H -6.1522 -1.1610 4.3828  C25 1.093
66 H 3.2625 -5.3373 -2.9276  O7 0.996
67 H -0.0424 0.7230 -4.4622  C27 1.154
68 H 4.7088 -3.9781 1.3345  C17 1.151
69 H -6.3295 1.6661 1.7706  C16 1.096
70 H 3.2499 2.8836 -0.2434  C24 1.097
71 H 4.4632 4.9857 -3.7728  C33 1.096
72 H -8.3708 -0.7149 2.7522  C15 1.094
73 H 6.0537 0.5968 -1.2876  C12 1.094
74 H 0.0225 -1.5946 1.4549  C34 1.170
75 H -4.7797 -1.9086 3.5637  C25 1.093
76 H 1.3138 1.5095 2.5596  C26 1.157
77 H 4.3916 6.6599 -1.9213  C19 1.094
78 H -7.8952 2.1989 3.5766  C28 1.097
79 H -8.2164 0.7846 0.7332  C30 1.092
80 H -7.4069 0.7954 4.4984  C28 1.096
81 H 5.5339 2.2564 0.4448  C13 1.095

**Calculated total energy**: -146134.142 eV
**Multiplicity**: 1
**Molar mass**: 650.22 u
**Total charge**: -1

Atomic partial charges in e from the Löwdin method, atoms 1 to 8: atom 1 (Br): 0.162, atom 2 (Cl): 0.586, atom 3 (Cl): 0.627, atom 4 (P): 0.629, atom 5 (F): -0.026, atom 6 (O): 0.009, atom 7 (O): -0.460, atom 8 (O): -0.074

---

Values of gap between HOMO and LUMO, in order: 8.6 6.4, all in eV.
Values of highest occupied orbital energy, in order: -12.35 -4.19, all in eV.